(1)
{
  "formula": "C3H8N",
  "method": "ωB97M-V/def2-TZVPD",
  "elements": ["C", "C", "C", "N", "H", "H", "H", "H", "H", "H", "H", "H"],
  "coordinates": [[-1.24982, 0.11743, -0.84313], [-0.10330, 0.01088, -0.22614], [1.00278, -0.98572, -0.32319], [0.03806, 0.89463, 1.05051], [-2.23188, 0.51014, -0.54350], [-1.59597, -0.34532, -1.76545], [1.73187, -0.61583, -1.03928], [1.50265, -1.20241, 0.62576], [0.58890, -1.93567, -0.65269], [0.44722, 1.69305, 0.55174], [0.69520, 0.56451, 1.75128], [-0.82570, 1.29430, 1.41409]],
  "forces_ev_per_a": [[-2.280, -0.337, -0.926], [-0.832, -0.778, 2.101], [0.191, 0.198, -0.628], [0.218, 0.921, -2.251], [1.023, 1.057, 0.876], [1.366, -0.674, -0.141], [0.343, -0.318, -0.040], [-0.126, 0.333, -0.056], [0.074, 0.071, -0.262], [0.461, 0.275, 0.802], [-0.174, -0.172, 0.193], [-0.263, -0.574, 0.332]],
  "lowdin_charge": [0.09, -0.30, -0.02, 0.23, 0.10, 0.10, 0.10, 0.09, 0.10, 0.17, 0.16, 0.17],
  "homo_ev": -15.20,
  "total_charge": 1,
  "e_above_lowest_ev": 0.816,
  "smiles": "C=C(C)[NH3+]",
  "e_tot_ha": -173.5528,
  "molar_mass_g_mol": 58.104
}

---

(2)
{
  "formula": "C20H27N3O2SSbScSe4",
  "method": "ωB97M-V/def2-TZVPD",
  "elements": ["Sc", "C", "C", "N", "C", "C", "S", "C", "C", "N", "H", "H", "H", "H", "H", "H", "H", "H", "H", "H", "H", "H", "H", "H", "Se", "Sb", "Se", "Se", "Se", "C", "O", "C", "C", "C", "C", "C", "C", "N", "C", "C", "C", "C", "C", "C", "C", "O", "H", "H", "H", "H", "H", "H", "H", "H", "H", "H", "H", "H", "H"],
  "coordinates": [[-0.26837, -0.12400, 0.43415], [-1.55312, 2.77786, 0.19313], [-0.10309, 3.22228, 0.02795], [0.84498, 2.09272, 0.06834], [2.04900, 2.35621, 0.86234], [1.77086, 2.28159, 2.36280], [0.89961, 0.73947, 2.76360], [-0.63793, 1.35449, 3.49226], [-1.46173, 2.23691, 2.56829], [-1.64669, 1.71310, 1.20261], [-2.16631, 3.64812, 0.45988], [-1.93372, 2.38154, -0.74630], [-0.01108, 3.77788, -0.90842], [0.16893, 3.92088, 0.82267], [1.12138, 1.86500, -0.88208], [2.77600, 1.58992, 0.59056], [2.48341, 3.33393, 0.61952], [2.70940, 2.31431, 2.91465], [1.17840, 3.13193, 2.70140], [-1.18116, 0.44944, 3.75003], [-0.41239, 1.89288, 4.41399], [-2.43276, 2.42738, 3.03809], [-0.98297, 3.21309, 2.48428], [-2.55579, 1.26421, 1.12454], [2.08414, -1.16170, -0.25560], [1.14010, -1.21683, -2.58215], [-0.65968, 0.49170, -2.21089], [-0.70467, -3.67147, -0.16718], [-0.34806, -3.39171, -2.43987], [-4.02240, -0.32457, -3.90846], [-3.74120, -0.91864, -2.65500], [-4.26345, -0.34745, -1.54302], [-5.36410, 0.49573, -1.53640], [-5.88026, 0.95023, -0.32784], [-5.30424, 0.56161, 0.86732], [-4.17581, -0.25246, 0.86057], [-3.62606, -0.69238, -0.33688], [-2.40443, -1.42151, -0.39655], [-2.44177, -2.79063, 0.14398], [-2.60414, -2.89576, 1.62804], [-3.41959, -3.87652, 2.18069], [-3.49444, -4.05533, 3.55150], [-2.72487, -3.25327, 4.38141], [-1.90311, -2.27003, 3.85652], [-1.83777, -2.06668, 2.47401], [-1.11322, -1.08612, 1.96148], [-5.06491, -0.47584, -4.20004], [-3.37250, -0.82080, -4.62353], [-3.79322, 0.74352, -3.88879], [-5.83402, 0.78062, -2.46704], [-6.74736, 1.59756, -0.33150], [-5.72097, 0.89110, 1.80999], [-3.70969, -0.54401, 1.79247], [-2.15008, -1.49757, -1.38283], [-3.22108, -3.37570, -0.35228], [-3.99845, -4.50788, 1.51578], [-4.13542, -4.82039, 3.96767], [-2.75971, -3.39599, 5.45449], [-1.28747, -1.66157, 4.50723]],
  "forces_ev_per_a": [[-0.391, -0.084, -0.119], [-0.087, 0.062, -0.013], [0.119, 0.058, -0.015], [0.031, -0.014, 0.047], [0.001, -0.035, 0.018], [0.040, 0.057, -0.156], [0.145, 0.079, 0.164], [-0.041, 0.001, -0.003], [-0.064, 0.101, 0.031], [0.161, -0.133, -0.131], [-0.010, -0.027, 0.020], [-0.009, -0.012, 0.014], [0.003, -0.020, 0.003], [-0.028, -0.015, 0.008], [-0.045, -0.068, 0.006], [-0.014, 0.008, 0.021], [0.008, 0.004, 0.043], [0.005, -0.039, -0.012], [-0.062, -0.047, 0.023], [0.003, -0.010, -0.009], [0.005, 0.017, -0.010], [0.005, -0.040, -0.005], [0.018, -0.011, 0.014], [-0.020, 0.081, 0.042], [-0.110, 0.020, 0.050], [0.050, -0.016, 0.112], [-0.004, 0.224, -0.238], [0.071, -0.016, -0.069], [-0.059, -0.023, 0.072], [0.002, 0.019, -0.045], [-0.033, 0.009, 0.050], [0.072, -0.100, 0.025], [-0.008, 0.010, 0.008], [-0.031, 0.024, -0.040], [-0.014, 0.005, 0.047], [0.024, -0.032, -0.057], [-0.095, 0.110, 0.010], [0.207, -0.197, -0.064], [-0.241, 0.011, 0.014], [0.127, 0.041, 0.189], [0.051, 0.069, -0.107], [-0.055, -0.077, 0.034], [0.026, 0.028, 0.093], [-0.052, -0.037, -0.059], [-0.147, 0.035, -0.254], [0.403, -0.025, 0.243], [-0.001, -0.012, 0.024], [-0.001, 0.020, -0.007], [0.010, -0.010, -0.005], [-0.008, 0.002, 0.001], [-0.002, 0.001, 0.004], [-0.008, 0.000, 0.001], [-0.006, -0.019, 0.012], [0.005, 0.008, 0.018], [0.060, 0.022, -0.038], [-0.006, -0.009, 0.003], [-0.003, -0.002, 0.003], [-0.007, -0.010, 0.000], [0.010, 0.014, -0.013]],
  "lowdin_charge": [0.34, -0.22, -0.19, -0.18, -0.28, -0.41, 0.93, -0.42, -0.23, -0.10, 0.13, 0.06, 0.13, 0.11, 0.02, 0.07, 0.12, 0.08, 0.07, 0.05, 0.09, 0.13, 0.10, 0.08, -0.03, 0.30, 0.08, 0.57, 0.01, -0.08, -0.13, -0.23, -0.01, -0.08, -0.09, -0.03, -0.19, -0.09, -0.57, -0.26, -0.04, -0.10, -0.09, -0.01, -0.37, -0.30, 0.09, 0.10, 0.10, 0.11, 0.10, 0.10, 0.12, -0.01, 0.11, 0.12, 0.10, 0.10, 0.11],
  "homo_ev": -7.38,
  "total_charge": 0,
  "e_above_lowest_ev": 0.000,
  "e_tot_ha": -12098.2068,
  "molar_mass_g_mol": 856.078
}

---

(3)
{
  "formula": "C22H57N13O29",
  "method": "ωB97M-V/def2-TZVPD",
  "elements": ["C", "C", "C", "C", "C", "C", "C", "O", "C", "O", "C", "O", "H", "H", "H", "H", "H", "H", "H", "H", "H", "H", "H", "H", "H", "H", "H", "H", "H", "H", "C", "N", "O", "O", "H", "H", "H", "C", "N", "O", "O", "H", "H", "H", "C", "N", "O", "O", "H", "H", "H", "C", "N", "O", "O", "H", "H", "H", "C", "N", "O", "O", "H", "H", "H", "C", "N", "O", "O", "H", "H", "H", "C", "N", "O", "O", "H", "H", "H", "C", "N", "O", "O", "H", "H", "H", "C", "N", "O", "O", "H", "H", "H", "C", "N", "O", "O", "H", "H", "H", "C", "N", "O", "O", "H", "H", "H", "C", "N", "O", "O", "H", "H", "H", "C", "N", "O", "O", "H", "H", "H"],
  "coordinates": [[1.63527, 2.35967, 0.89011], [0.70573, 1.25288, 1.61283], [1.62486, -0.02163, 2.03158], [-0.43153, 0.76880, 0.54267], [-1.87401, 0.77074, 1.26258], [-2.38992, -0.75304, 1.51337], [-2.91222, 1.64725, 0.38648], [-3.33543, 2.77030, 1.20785], [-2.75788, 4.01499, 0.78103], [-2.06289, 4.75289, 1.82332], [-2.11492, 4.09971, 3.07804], [-1.03819, 4.06289, 3.73613], [1.12151, 3.38808, 0.81172], [2.00730, 2.03804, -0.13878], [2.54669, 2.50385, 1.57613], [0.24108, 1.71731, 2.54373], [2.02381, -0.50648, 1.06877], [2.55183, 0.44828, 2.55567], [1.05365, -0.74941, 2.69244], [-0.13619, -0.28810, 0.23502], [-0.39390, 1.43272, -0.39482], [-1.84511, 1.24764, 2.31295], [-3.09925, -1.12832, 0.70608], [-1.43602, -1.39387, 1.60823], [-2.90013, -0.76860, 2.54755], [-2.53226, 1.92475, -0.65106], [-3.82752, 0.96128, 0.21482], [-3.62985, 4.69209, 0.43621], [-2.04957, 3.93842, -0.10801], [-3.04258, 3.66008, 3.56645], [1.98525, 5.03569, 5.09873], [3.08111, 4.29727, 4.41893], [2.79265, 3.25808, 3.85628], [4.19851, 4.78663, 4.47414], [1.05585, 4.48457, 4.96624], [2.24438, 5.10869, 6.15435], [1.91860, 6.02063, 4.63859], [-5.33713, 1.03197, -2.75715], [-4.47902, -0.16210, -2.55377], [-4.74430, -0.88857, -1.60882], [-3.56992, -0.32776, -3.34840], [-6.09994, 1.05311, -1.98142], [-4.69711, 1.91145, -2.69206], [-5.79282, 0.94561, -3.74339], [6.08130, 2.43267, 5.73046], [6.91486, 1.21660, 5.91787], [6.63644, 0.48317, 6.85238], [7.82008, 1.04042, 5.11925], [5.31988, 2.45974, 6.50748], [6.73954, 3.29717, 5.80515], [5.62336, 2.36822, 4.74412], [4.97342, -1.96986, 4.13622], [3.71334, -1.19612, 4.28975], [3.78561, 0.02085, 4.18849], [2.69796, -1.83522, 4.50515], [5.79072, -1.27670, 3.95008], [5.13659, -2.51835, 5.06297], [4.84167, -2.64565, 3.29510], [7.51165, -2.28176, 0.55217], [6.62412, -3.05687, 1.45669], [5.70224, -3.66998, 0.94810], [6.88452, -3.02263, 2.64936], [7.16193, -2.40433, -0.47123], [7.45866, -1.23687, 0.85605], [8.52063, -2.67624, 0.66555], [-6.77906, 6.07670, -1.03520], [-5.67927, 5.33954, -1.70936], [-5.96516, 4.29148, -2.26584], [-4.56928, 5.83948, -1.65475], [-7.70526, 5.51941, -1.16322], [-6.52060, 6.15865, 0.01879], [-6.85161, 7.05796, -1.50177], [-3.65105, -4.50464, -0.80087], [-2.42347, -4.56984, 0.03422], [-2.56031, -4.86171, 1.21067], [-1.36628, -4.32566, -0.52144], [-4.51169, -4.74334, -0.17895], [-3.72799, -3.49080, -1.19358], [-3.54147, -5.23262, -1.60362], [6.55415, -6.92798, 2.51429], [7.65329, -7.17296, 1.54377], [8.37993, -6.23179, 1.27133], [7.74644, -8.30657, 1.08891], [6.59228, -5.88740, 2.83224], [5.61399, -7.14219, 2.00698], [6.70851, -7.59625, 3.36050], [6.37360, -7.16228, -1.78292], [5.11366, -6.39025, -1.63917], [5.18360, -5.18075, -1.75481], [4.09782, -7.02827, -1.41331], [7.18989, -6.46990, -1.97942], [6.53885, -7.69566, -0.84741], [6.24450, -7.85207, -2.61636], [-4.66771, 2.34533, -6.30683], [-5.92635, 3.12190, -6.15397], [-5.85248, 4.33475, -6.25133], [-6.94750, 2.48364, -5.94063], [-3.84713, 3.03634, -6.49004], [-4.50771, 1.79468, -5.38118], [-4.79811, 1.66982, -7.15117], [-4.94344, 8.20815, 2.92206], [-5.47927, 8.68744, 1.62115], [-5.18492, 8.04826, 0.62323], [-6.17530, 9.68689, 1.64725], [-4.34489, 7.31575, 2.74746], [-4.33229, 9.00700, 3.33985], [-5.79376, 7.98333, 3.56468], [2.04113, -7.97938, -4.31414], [3.14521, -8.71997, -4.97812], [2.86683, -9.77701, -5.51791], [4.25418, -8.21244, -4.93336], [1.11834, -8.54408, -4.43215], [2.30054, -7.87931, -3.26045], [1.96186, -7.00589, -4.79617], [-7.57120, 0.02403, -9.35189], [-6.34442, -0.04599, -8.51640], [-6.48241, -0.33702, -7.34141], [-5.28412, 0.19485, -9.07172], [-8.43265, -0.21158, -8.73008], [-7.64389, 1.03756, -9.74413], [-7.46364, -0.70416, -10.15474]],
  "forces_ev_per_a": [[0.319, 0.035, 1.159], [0.662, -0.407, -1.511], [0.426, 1.823, -0.463], [0.383, 0.251, 1.421], [-0.152, -0.493, -0.987], [0.731, 0.777, 0.854], [-0.484, -2.229, 0.919], [1.224, 1.103, -1.602], [-1.827, 1.150, -1.355], [-1.020, -2.542, 1.764], [4.479, 0.515, 1.717], [-4.162, 0.252, -2.228], [0.590, -1.626, 0.025], [-0.617, 0.277, 1.327], [-1.218, -0.059, -1.188], [0.575, -0.604, -1.258], [-0.771, 0.454, 1.397], [-1.851, -1.191, -0.673], [0.929, 0.878, -0.893], [-0.589, 1.358, 0.206], [-0.193, -0.889, 1.441], [0.221, -0.525, -1.839], [1.044, 0.401, 0.998], [-1.723, 0.699, -0.280], [0.521, -0.190, -1.739], [-0.275, 0.007, 1.501], [1.125, 1.378, 0.304], [1.344, -0.949, 0.573], [-0.695, -0.264, 1.368], [0.723, 0.705, -1.383], [-0.409, -0.048, 0.100], [-0.060, -0.241, -0.157], [0.326, 0.375, 0.255], [-0.235, -0.201, -0.015], [0.171, 0.032, -0.102], [0.095, 0.106, -0.147], [0.112, -0.074, 0.113], [-0.263, 0.204, 0.129], [0.083, -0.132, -0.024], [0.284, 0.070, -0.367], [-0.365, -0.038, 0.439], [0.159, -0.055, -0.090], [-0.072, -0.066, -0.099], [0.082, 0.039, 0.060], [-0.254, 0.190, 0.035], [-0.004, -0.140, 0.131], [0.263, 0.136, -0.455], [-0.358, -0.074, 0.368], [0.148, -0.119, -0.092], [-0.036, -0.113, -0.157], [0.120, 0.066, 0.064], [-0.015, 0.205, -0.021], [-0.010, 0.119, 0.206], [-0.019, -0.545, 0.406], [0.385, 0.488, -0.072], [-0.211, -0.027, 0.078], [-0.078, -0.037, -0.151], [-0.217, 0.021, 0.286], [0.070, 0.129, -0.342], [-0.001, -0.152, -0.174], [0.299, 0.153, 0.530], [0.239, -0.385, -0.663], [-0.050, -0.067, 0.200], [0.097, -0.133, 0.082], [-0.102, 0.097, 0.124], [-0.462, -0.068, 0.018], [0.133, 0.037, -0.073], [0.335, 0.219, 0.146], [-0.461, -0.441, -0.126], [0.210, -0.015, -0.081], [0.077, 0.126, -0.196], [0.153, -0.047, 0.186], [-0.345, 0.024, -0.034], [0.205, -0.025, 0.232], [0.199, 0.139, -0.464], [-0.427, -0.124, 0.311], [0.204, 0.024, -0.005], [0.085, -0.114, -0.064], [0.075, 0.170, 0.019], [-0.153, 0.262, 0.225], [0.193, -0.083, -0.034], [-0.245, -0.562, -0.103], [0.061, 0.794, 0.179], [0.057, -0.119, -0.129], [0.105, -0.096, 0.072], [-0.068, -0.050, -0.179], [0.341, -0.031, -0.044], [-0.023, 0.277, -0.106], [-0.253, -0.455, 0.046], [0.250, 0.284, -0.070], [-0.198, -0.021, 0.048], [-0.078, -0.097, -0.214], [-0.085, -0.013, 0.164], [0.316, 0.032, -0.087], [-0.100, 0.294, 0.048], [-0.259, -0.559, 0.053], [0.429, 0.393, -0.072], [-0.213, -0.001, 0.054], [-0.047, -0.071, -0.193], [0.006, -0.056, 0.206], [0.210, -0.262, 0.170], [-0.071, 0.146, -0.210], [-0.198, 0.372, 0.367], [0.306, -0.489, -0.114], [-0.082, 0.152, -0.087], [-0.180, -0.031, -0.001], [0.076, 0.176, -0.037], [-0.336, 0.020, 0.134], [0.063, -0.217, -0.131], [0.315, 0.451, 0.189], [-0.384, -0.289, -0.043], [0.209, 0.001, -0.057], [0.082, 0.140, -0.133], [0.127, -0.053, 0.144], [-0.360, -0.041, -0.023], [-0.013, -0.156, 0.256], [0.274, 0.121, -0.508], [-0.331, -0.016, 0.331], [0.208, 0.036, -0.002], [0.099, -0.141, -0.049], [0.078, 0.173, 0.016]],
  "lowdin_charge": [-0.11, -0.36, -0.09, -0.14, -0.28, -0.07, -0.15, -0.16, -0.19, -0.04, -0.23, 0.01, 0.08, 0.08, 0.05, 0.12, 0.09, 0.06, 0.08, 0.10, 0.11, 0.13, 0.06, 0.08, 0.09, 0.12, 0.12, 0.13, 0.15, 0.17, 0.05, -0.43, 0.06, 0.04, 0.07, 0.10, 0.10, 0.03, -0.44, 0.04, 0.07, 0.10, 0.09, 0.09, 0.03, -0.45, 0.05, 0.05, 0.10, 0.10, 0.09, 0.04, -0.42, 0.02, 0.07, 0.09, 0.11, 0.08, 0.06, -0.42, 0.07, 0.02, 0.10, 0.10, 0.10, 0.04, -0.43, 0.05, 0.06, 0.10, 0.08, 0.11, 0.04, -0.45, 0.06, 0.06, 0.09, 0.08, 0.10, 0.05, -0.44, 0.06, 0.04, 0.08, 0.11, 0.10, 0.05, -0.44, 0.06, 0.04, 0.10, 0.07, 0.10, 0.05, -0.44, 0.07, 0.04, 0.10, 0.08, 0.07, 0.05, -0.43, 0.04, 0.07, 0.09, 0.10, 0.10, 0.04, -0.44, 0.06, 0.05, 0.09, 0.09, 0.10, 0.05, -0.44, 0.06, 0.05, 0.10, 0.10, 0.10],
  "homo_ev": -9.62,
  "total_charge": 0,
  "e_tot_ha": -3764.8808,
  "molar_mass_g_mol": 967.760
}